1.
C25H27N5O2 | the ωB97M-V functional and the def2-TZVPD basis

## Properties
Net charge ... 0
ΔE to the lowest compared entry with this formula, charge and spin ... 526.3 kcal/mol
LUMO ... -0.381 eV
Kohn-Sham gap ... 0.26027 Ha
HOMO energy ... -7.5 eV

Last column: Mulliken charge in e.
Geometry (Å):
C  -0.5130  4.6674  -2.1404  -1.57
H  -0.3673  5.2806  -3.0735  0.36
C  -0.1087  5.2642  -0.8810  0.59
C  1.3035  5.9078  -0.8407  -1.31
H  1.5348  6.7360  -1.7869  0.30
H  1.9296  5.1961  -0.9023  0.52
H  1.3139  6.5556  0.2170  0.25
H  -0.7002  6.3020  -0.7777  0.25
O  -0.3642  4.6615  0.2837  -0.25
C  0.1248  3.4707  0.4383  -0.13
O  1.1175  2.9422  0.0189  -0.54
C  -0.2882  2.8477  1.8210  0.27
C  -1.8490  2.6907  1.3964  0.03
N  -2.9884  2.3990  1.5460  -0.68
C  0.4250  1.5799  2.0714  0.83
N  1.1613  1.8730  3.0744  -0.49
C  1.8494  0.8323  3.4157  0.43
C  2.9444  1.0738  4.4394  -0.91
C  3.7582  -0.1874  4.9825  -0.91
C  3.2293  -1.3675  4.7978  -0.58
C  2.3663  -1.5791  3.7958  -0.32
C  1.5351  -0.5127  3.4112  0.14
N  0.6217  -0.8533  2.4324  -0.34
C  -0.1099  0.2358  1.8834  0.25
N  -0.7294  -0.1817  0.8737  0.16
C  -1.1729  0.4387  -0.4546  0.43
H  -0.9279  1.6472  -0.5547  -0.56
C  -0.2646  -0.3553  -1.3961  -1.02
N  -0.8865  -1.5327  -1.4709  0.36
C  -0.6962  -2.2613  -0.2555  -0.87
C  -1.3266  -1.5606  0.8526  -2.01
H  -1.1711  -1.9008  1.7180  1.06
H  -2.4819  -1.5558  0.5542  0.26
H  -0.9941  -3.1933  -0.4037  1.01
H  0.4287  -2.1967  0.0254  0.35
C  -0.1074  -2.5089  -2.4640  -0.47
C  -0.6975  -3.7022  -2.9234  0.28
C  -0.3398  -4.8723  -2.8500  0.20
C  -0.7604  -6.0652  -3.1689  -0.56
C  -2.1496  -6.0749  -3.0654  -0.55
C  -3.0737  -4.9646  -3.1007  -0.71
C  -2.3707  -3.6642  -2.6362  -0.45
H  -2.8090  -2.7160  -2.7021  0.40
H  -4.0338  -4.8459  -3.1828  0.55
H  -2.5450  -6.9799  -3.3702  0.38
H  -0.2520  -7.0565  -3.4785  0.31
H  0.8562  -4.8374  -3.0577  0.00
H  -0.3650  -1.7975  -3.6729  0.24
H  1.0444  -2.5954  -2.4074  0.27
H  -0.4918  0.3005  -2.3183  0.46
H  0.7753  -0.2008  -1.2228  0.36
H  -2.1746  0.4417  -0.6938  0.24
H  2.0474  -2.8189  3.4786  0.17
H  3.6963  -2.1933  5.1146  0.49
H  4.3369  0.0626  5.6298  0.62
H  3.1512  1.9425  4.7880  0.66
H  -0.2610  3.5868  2.5006  0.93
H  0.2458  3.9528  -2.2279  0.43
H  -1.4253  4.2429  -2.0800  0.40

***

2.
CHF2IS | the ωB97M-V functional and the def2-TZVPD basis

## Properties
Net charge ... 0
ΔE to the lowest compared entry with this formula, charge and spin ... 53.6 kcal/mol
LUMO (spin up / spin down) ... -0.775 / -2.709 eV
Kohn-Sham gap (spin up / spin down) ... 0.29589 / 0.18327 Ha
HOMO energy (spin up / spin down) ... -8.8 / -7.7 eV

Last column: Mulliken charge in e.
Geometry (Å):
C  0.9668  -1.6858  0.0554  0.43
F  0.6705  -1.6478  -1.2021  -0.14
F  1.4559  -2.7818  0.4857  -0.12
S  0.2439  -0.3807  0.9102  -0.04
I  3.8989  0.3332  -0.0921  -0.32
H  -0.5066  -0.1640  -0.1924  0.19

***

Number 1: electronic energy -1392.3816 a.u.. Number 2: electronic energy -934.2092 a.u..